Record 1
ORCA calculation (the ωB97M-V functional and the def2-TZVPD basis) on a cluster of 2 separate species, C2H5IN in total.

Element x y z (Å)
I: 2.7441 -0.0424 -0.0611
C: -0.3595 0.8440 0.1509
N: -0.4754 -0.5948 0.4160
H: -0.0520 1.2781 1.0983
H: -1.2754 -0.9856 -0.1238
C: 0.5843 -0.0577 -0.4307
H: -0.2816 -1.1197 1.3418
H: 0.0733 -0.8985 -2.0026
H: -0.9578 1.5765 -0.3888

Properties
HOMO	-14.22	eV
HOMO-LUMO gap	8.69	eV
total charge	+1
ΔE to the lowest compared entry with this formula, charge and spin	97.9	kcal/mol

=====

Record 2
ORCA calculation (the ωB97M-V functional and the def2-TZVPD basis) on an isolated molecule of C2H5IN4.

Element x y z (Å)
H: 0.2144 -1.9231 0.7632
I: 2.4904 -0.8396 -0.1738
H: -0.1976 0.2579 -1.5116
H: -0.6003 -1.4382 -1.1211
C: 0.4429 -0.9178 1.0257
N: -0.5187 -0.1066 0.5472
H: -1.9476 -0.1606 -1.0922
N: -0.4152 1.3052 0.8266
N: 0.4882 2.9242 -0.5302
C: -0.8029 -0.3299 -0.8578
H: 0.7683 -0.8396 2.0667
N: 0.0781 2.0680 0.0573

Properties
HOMO	-9.30	eV
HOMO-LUMO gap	9.44	eV
total charge	0
ΔE to the lowest compared entry with this formula, charge and spin	14.3	kcal/mol

=====

Record 3
ORCA calculation (the ωB97M-V functional and the def2-TZVPD basis) on a structure of composition C2H5IN4P.

Element x y z (Å)
C: 1.6103 -0.2750 -0.1347
N: -2.9686 0.3565 -0.1153
H: 1.4077 -1.6270 1.3572
P: -1.5172 0.2673 -1.1671
H: 3.0581 -0.9724 1.0941
N: 2.5538 0.4108 -0.7453
I: -4.3452 -1.1047 0.0661
C: -3.1423 1.4461 0.7352
N: 2.0426 -1.0026 0.8216
N: -3.0269 2.3734 1.3931
H: 2.4868 0.9657 -1.5496
H: -1.7369 -1.0576 -1.3933
H: 3.5777 0.2196 -0.3621

Properties
HOMO (alpha / beta)	-12.95 / -12.92	eV
HOMO-LUMO gap (alpha / beta)	6.11 / 6.07	eV
total charge	+1
ΔE to the lowest compared entry with this formula, charge and spin	128.2	kcal/mol

=====

DFT total energy values, unit Eh, following the record order: -431.1990 -595.7936 -936.8674.